Entry 1:
{"formula": "C24H29N4O2Pt", "method": "ωB97M-V/def2-TZVPD", "symbols": ["Pt", "C", "C", "C", "C", "C", "C", "C", "N", "C", "C", "C", "C", "C", "C", "C", "N", "C", "C", "C", "C", "H", "H", "H", "H", "H", "H", "H", "H", "H", "H", "H", "H", "H", "H", "H", "H", "H", "H", "H", "H", "H", "H", "H", "H", "O", "N", "N", "O", "C", "C", "C", "C", "C", "C", "H", "H", "H", "H", "H"], "coordinates": [[-1.68, -1.23, 0.00], [4.86, 0.56, -1.26], [4.53, -0.26, 0.00], [5.42, -1.50, 0.00], [4.86, 0.56, 1.26], [3.05, -0.58, 0.00], [2.52, -1.88, 0.00], [1.16, -2.08, 0.00], [0.27, -1.07, 0.00], [0.76, 0.21, 0.00], [2.13, 0.46, 0.00], [-0.26, 1.22, 0.00], [-0.01, 2.60, 0.00], [-1.04, 3.52, 0.00], [-2.35, 2.98, 0.00], [-2.55, 1.62, 0.00], [-1.54, 0.74, 0.00], [-0.80, 5.01, 0.00], [-1.43, 5.64, 1.25], [-1.43, 5.64, -1.25], [0.70, 5.36, 0.00], [5.93, 0.78, -1.27], [4.32, 1.51, -1.27], [4.61, 0.00, -2.15], [6.46, -1.18, 0.00], [5.26, -2.11, -0.89], [5.26, -2.11, 0.89], [5.93, 0.78, 1.27], [4.61, 0.00, 2.15], [4.32, 1.51, 1.27], [3.17, -2.74, 0.00], [0.74, -3.07, 0.00], [2.47, 1.48, 0.00], [1.02, 2.92, 0.00], [-3.20, 3.63, 0.00], [-3.54, 1.20, 0.00], [-2.51, 5.52, 1.26], [-1.21, 6.70, 1.27], [-1.03, 5.19, 2.16], [-2.51, 5.52, -1.26], [-1.03, 5.19, -2.16], [-1.21, 6.70, -1.27], [1.19, 4.97, 0.89], [0.81, 6.44, 0.00], [1.19, 4.97, -0.89], [-3.63, -1.41, 0.00], [-4.11, -2.61, 0.00], [-3.21, -3.57, 0.00], [-1.91, -3.26, 0.00], [-3.62, -4.88, 0.00], [-2.68, -5.93, 0.00], [-3.12, -7.23, 0.00], [-4.49, -7.51, 0.00], [-5.42, -6.48, 0.00], [-5.00, -5.17, 0.00], [-1.64, -5.68, 0.00], [-2.41, -8.04, 0.00], [-4.82, -8.54, 0.00], [-6.47, -6.71, 0.00], [-5.70, -4.35, 0.00]], "charge": 1, "lumo_energy_ev": -3.84, "e_above_lowest_kcal_mol": 0.0, "homo_lumo_gap_ha": 0.263}



Entry 2:
{"formula": "C24H29N5O4S", "method": "ωB97M-V/def2-TZVPD", "symbols": ["C", "C", "N", "C", "C", "S", "O", "O", "C", "C", "C", "C", "C", "C", "C", "O", "C", "C", "O", "N", "C", "C", "N", "C", "C", "C", "C", "C", "N", "C", "C", "C", "N", "C", "H", "H", "H", "H", "H", "H", "H", "H", "H", "H", "H", "H", "H", "H", "H", "H", "H", "H", "H", "H", "H", "H", "H", "H", "H", "H", "H", "H", "H"], "coordinates": [[4.39, -2.83, 6.10], [2.91, -2.45, 6.02], [2.44, -2.31, 4.66], [2.21, -3.51, 3.87], [0.73, -3.86, 3.81], [2.98, -0.99, 3.80], [3.37, 0.02, 4.74], [3.91, -1.37, 2.77], [1.45, -0.48, 3.03], [0.55, 0.27, 3.79], [-0.65, 0.65, 3.26], [-1.00, 0.29, 1.95], [-0.10, -0.48, 1.19], [1.13, -0.84, 1.75], [-0.40, -0.91, -0.19], [0.35, -1.65, -0.81], [-1.66, -0.40, -0.69], [-2.19, -0.78, -2.04], [-3.34, -1.19, -2.15], [-1.36, -0.65, -3.08], [-0.10, 0.08, -3.06], [0.16, 0.70, -4.44], [-1.06, 1.21, -5.02], [-1.29, 2.55, -5.08], [-2.45, 3.08, -5.68], [-2.59, 4.45, -5.72], [-1.60, 5.27, -5.20], [-0.49, 4.65, -4.65], [-0.33, 3.34, -4.59], [-2.12, 0.24, -5.22], [-1.82, -1.03, -4.40], [-2.49, 0.29, 0.12], [-2.21, 0.65, 1.40], [-3.17, 1.41, 2.16], [4.57, -3.79, 5.63], [4.98, -2.08, 5.60], [4.70, -2.89, 7.14], [2.77, -1.48, 6.49], [2.29, -3.19, 6.52], [2.60, -3.32, 2.87], [2.77, -4.35, 4.30], [0.34, -4.03, 4.81], [0.17, -3.04, 3.36], [0.58, -4.76, 3.22], [0.84, 0.55, 4.79], [-1.33, 1.24, 3.86], [1.82, -1.41, 1.15], [-0.17, 0.88, -2.31], [0.72, -0.59, -2.78], [0.58, -0.05, -5.12], [0.85, 1.53, -4.35], [-3.20, 2.44, -6.11], [-3.47, 4.89, -6.18], [-1.68, 6.34, -5.22], [0.33, 5.23, -4.24], [-2.22, -0.02, -6.28], [-3.07, 0.66, -4.87], [-2.73, -1.62, -4.28], [-1.05, -1.64, -4.88], [-3.46, 0.60, -0.25], [-4.06, 1.57, 1.55], [-2.76, 2.38, 2.44], [-3.46, 0.87, 3.06]], "charge": 0, "lumo_energy_ev": 0.00, "smiles": "CCN(CC)S(=O)(=O)c1ccc2c(c1)c(=O)c(C(=O)N1CCN(c3ccccn3)CC1)cn2C", "e_above_lowest_kcal_mol": 13.1, "homo_lumo_gap_ha": 0.289}



Entry 3:
{"formula": "C24H29N5Pd", "method": "ωB97M-V/def2-TZVPD", "symbols": ["Pd", "C", "C", "C", "N", "C", "C", "C", "C", "C", "C", "C", "N", "C", "C", "C", "N", "C", "C", "C", "C", "C", "C", "C", "N", "C", "C", "H", "H", "H", "H", "H", "H", "H", "H", "H", "H", "H", "H", "H", "H", "H", "H", "H", "H", "H", "H", "H", "H", "H", "H", "H", "H", "C", "C", "N", "H", "H", "H"], "coordinates": [[0.13, 0.08, 1.39], [-1.17, 3.44, -0.75], [0.30, 3.24, -1.12], [0.60, 1.80, -1.61], [1.30, 0.96, -0.68], [2.56, 0.69, -0.80], [3.45, 1.34, -1.74], [4.82, 1.33, -1.86], [5.81, 0.68, -1.12], [5.56, -0.23, -0.08], [4.39, -0.73, 0.42], [3.01, -0.49, 0.05], [2.04, -1.26, 0.40], [2.25, -2.50, 1.10], [0.91, -3.09, 1.55], [-0.15, -3.12, 0.43], [-1.09, -2.03, 0.59], [-2.01, -1.85, -0.28], [-2.24, -2.70, -1.44], [-3.38, -2.92, -2.17], [-4.66, -2.36, -2.05], [-4.99, -1.28, -1.23], [-4.20, -0.48, -0.43], [-2.79, -0.56, -0.11], [-2.11, 0.42, 0.38], [-2.70, 1.74, 0.48], [-1.60, 2.80, 0.58], [-1.42, 4.51, -0.75], [-1.77, 3.01, -1.57], [0.56, 3.95, -1.91], [0.94, 3.47, -0.26], [-0.37, 1.32, -1.77], [1.08, 1.85, -2.59], [2.95, 2.01, -2.43], [5.20, 1.97, -2.66], [6.84, 0.88, -1.38], [6.46, -0.62, 0.41], [4.51, -1.47, 1.20], [2.75, -3.22, 0.43], [2.90, -2.40, 1.98], [1.08, -4.09, 1.96], [0.51, -2.46, 2.35], [0.37, -3.03, -0.54], [-0.67, -4.09, 0.42], [-1.38, -3.29, -1.73], [-3.27, -3.67, -2.95], [-5.45, -2.78, -2.67], [-6.03, -0.99, -1.26], [-4.72, 0.35, 0.04], [-3.35, 1.95, -0.39], [-3.35, 1.79, 1.37], [-1.90, 3.59, 1.28], [-0.74, 2.29, 1.03], [-1.40, 1.21, 3.87], [-0.19, 0.66, 3.22], [0.96, 0.32, 3.36], [-1.30, 1.30, 4.96], [-2.25, 0.57, 3.64], [-1.61, 2.20, 3.46]], "charge": -2, "lumo_energy_ev": 5.28, "homo_lumo_gap_ha": 0.198}



Entry 4:
{"formula": "C24H30AuNO5S", "method": "ωB97M-V/def2-TZVPD", "symbols": ["C", "C", "C", "C", "H", "H", "C", "H", "H", "C", "H", "H", "C", "C", "C", "O", "O", "O", "O", "C", "H", "H", "H", "C", "H", "H", "H", "O", "H", "H", "C", "C", "H", "H", "H", "H", "H", "H", "Au", "C", "C", "C", "H", "C", "C", "H", "H", "H", "H", "C", "C", "C", "H", "C", "C", "H", "H", "H", "H", "S", "C", "N"], "coordinates": [[1.81, 1.48, -2.36], [0.91, 2.14, -1.30], [2.44, 0.20, -1.79], [2.41, 0.43, -0.26], [3.46, 0.06, -2.16], [1.83, -0.68, -2.05], [1.03, 1.19, -0.12], [-0.13, 2.23, -1.65], [1.30, 3.13, -0.99], [-0.09, 0.18, -0.16], [1.03, 1.73, 0.85], [3.18, 1.18, 0.00], [2.65, -0.75, 0.57], [1.05, 1.05, -3.62], [2.93, 2.48, -2.73], [4.07, 2.28, -2.40], [-0.14, 0.87, -3.66], [1.88, 0.86, -4.66], [2.59, 3.62, -3.37], [1.27, 3.96, -3.86], [0.46, 3.74, -3.16], [1.10, 3.45, -4.82], [1.31, 5.04, -4.04], [1.23, 0.33, -5.82], [0.78, -0.65, -5.60], [2.02, 0.23, -6.55], [0.45, 1.02, -6.18], [0.16, -0.42, 1.08], [-0.03, -0.53, -0.99], [-1.08, 0.65, -0.26], [3.40, -0.58, 1.81], [2.29, -2.11, 0.15], [2.84, -2.43, -0.76], [1.21, -2.21, -0.07], [2.52, -2.83, 0.94], [3.05, -1.26, 2.60], [3.32, 0.45, 2.18], [4.48, -0.79, 1.67], [-1.55, -1.03, 1.95], [-2.18, -0.36, 4.66], [-1.07, 0.31, 3.96], [-1.56, 1.03, 2.86], [-0.09, 0.41, 4.38], [-3.00, 0.80, 2.79], [-3.39, 0.07, 3.89], [-4.40, -0.25, 4.07], [-2.09, -0.45, 5.76], [-1.09, 1.86, 2.37], [-3.65, 1.25, 2.05], [-2.37, -3.37, 1.34], [-3.63, -2.88, 1.85], [-3.92, -1.67, 1.16], [-4.34, -3.44, 2.47], [-2.94, -1.47, 0.14], [-1.97, -2.55, 0.25], [-1.21, -2.78, -0.48], [-1.87, -4.26, 1.68], [-4.75, -1.03, 1.38], [-2.97, -0.74, -0.65], [-2.42, -2.52, 4.39], [-3.84, -2.67, 5.24], [-4.67, -3.03, 6.00]], "charge": -2, "multiplicity": 3, "s_squared": 2.016, "lumo_energy_ev": [3.81, 3.81], "homo_lumo_gap_ha": [0.104, 0.103]}



Entry 5:
{"formula": "C24H30BN10OPRuSe", "method": "ωB97M-V/def2-TZVPD", "symbols": ["Ru", "C", "C", "N", "N", "C", "B", "N", "C", "C", "C", "N", "N", "C", "C", "C", "N", "N", "C", "C", "C", "N", "H", "H", "H", "H", "H", "H", "H", "H", "H", "H", "H", "H", "Se", "C", "C", "C", "C", "C", "C", "H", "H", "H", "H", "H", "N", "C", "C", "N", "C", "H", "H", "H", "H", "C", "P", "C", "C", "O", "H", "H", "H", "H", "H", "H", "H", "H", "H"], "coordinates": [[0.37, -0.54, -0.20], [-1.49, 0.25, 3.57], [-0.54, -0.37, 2.77], [-0.64, 0.09, 1.52], [-1.62, 1.01, 1.50], [-2.15, 1.13, 2.73], [-1.80, 1.77, 0.16], [-2.24, 0.72, -0.91], [-3.39, 0.59, -1.58], [-3.30, -0.52, -2.40], [-2.02, -1.03, -2.16], [-1.40, -0.28, -1.24], [-0.37, 2.30, -0.20], [0.04, 3.58, -0.29], [1.41, 3.59, -0.46], [1.78, 2.25, -0.46], [0.70, 1.49, -0.29], [-2.76, 2.92, 0.19], [-3.19, 3.67, -0.86], [-3.82, 4.78, -0.36], [-3.72, 4.63, 1.04], [-3.07, 3.53, 1.37], [-1.66, 0.10, 4.62], [0.19, -1.13, 3.01], [-2.92, 1.85, 2.92], [-4.20, 1.29, -1.44], [-4.04, -0.89, -3.09], [-1.53, -1.88, -2.59], [-0.67, 4.38, -0.21], [2.04, 4.45, -0.57], [2.76, 1.81, -0.58], [-3.00, 3.37, -1.88], [-4.29, 5.57, -0.92], [-4.09, 5.29, 1.81], [1.26, -0.65, -2.30], [3.08, -0.26, -2.53], [3.40, 0.31, -3.77], [4.71, 0.64, -4.05], [5.70, 0.39, -3.11], [5.39, -0.21, -1.88], [4.08, -0.53, -1.59], [2.62, 0.50, -4.50], [4.96, 1.09, -5.00], [6.73, 0.64, -3.33], [6.17, -0.42, -1.17], [3.83, -1.00, -0.65], [3.58, -0.58, 2.54], [3.62, -1.91, 2.19], [2.65, -2.07, 1.25], [2.04, -0.85, 1.02], [2.62, 0.02, 1.83], [4.17, -0.13, 3.23], [4.31, -2.61, 2.63], [2.35, -2.95, 0.72], [2.36, 1.06, 1.92], [-1.02, -4.17, 2.21], [-1.38, -3.27, 0.71], [-2.86, -2.31, 1.01], [-1.75, -4.47, -0.56], [-0.14, -2.44, 0.32], [-1.85, -4.82, 2.47], [-0.85, -3.47, 3.03], [-0.13, -4.77, 2.07], [-3.67, -3.00, 1.28], [-3.16, -1.77, 0.11], [-2.71, -1.61, 1.82], [-2.54, -5.13, -0.22], [-0.85, -5.06, -0.77], [-2.07, -3.97, -1.47]], "charge": 2, "lumo_energy_ev": [-8.21, -8.21], "e_above_lowest_kcal_mol": 0.0, "homo_lumo_gap_ha": [0.208, 0.208]}



Entry 6:
{"formula": "C24H30Cl2HfN3O5", "method": "ωB97M-V/def2-TZVPD", "symbols": ["Hf", "C", "N", "C", "C", "O", "C", "O", "C", "C", "O", "N", "C", "C", "H", "H", "H", "H", "H", "H", "H", "H", "H", "H", "H", "H", "H", "H", "H", "H", "Cl", "C", "C", "C", "Cl", "C", "O", "C", "C", "O", "C", "H", "H", "H", "C", "H", "H", "C", "C", "C", "C", "C", "C", "C", "C", "N", "H", "H", "H", "H", "H", "H", "H", "H", "H"], "coordinates": [[0.33, -0.28, -0.21], [-4.56, -0.64, -1.10], [-3.77, -0.01, -0.06], [-3.85, -0.83, 1.10], [-2.40, 0.20, -0.60], [-1.58, 0.53, 0.46], [-2.42, 1.44, -1.51], [-1.05, 1.81, -1.80], [-0.67, 3.00, -1.11], [-0.25, 2.57, 0.29], [0.79, 1.90, 0.28], [-0.91, 2.86, 1.43], [-0.65, 2.13, 2.67], [-2.27, 3.31, 1.42], [-4.41, -1.71, -1.18], [-4.31, -0.24, -2.11], [-5.65, -0.55, -0.93], [-4.93, -0.92, 1.34], [-3.39, -0.39, 2.00], [-3.41, -1.83, 0.96], [-2.85, 2.28, -0.97], [-2.92, 1.36, -2.49], [-1.51, 3.71, -1.13], [0.24, 3.45, -1.57], [0.11, 1.32, 2.57], [-1.60, 1.67, 2.99], [-0.26, 2.81, 3.48], [-2.48, 3.89, 0.54], [-2.45, 3.87, 2.36], [-2.93, 2.46, 1.42], [1.21, -2.91, 7.06], [1.29, -2.37, 5.41], [2.29, -1.42, 5.09], [2.31, -0.79, 3.90], [3.48, 0.44, 3.44], [1.29, -1.10, 2.96], [1.22, -0.44, 1.88], [0.42, -2.20, 3.21], [-0.33, -2.71, 2.11], [-0.39, -2.28, 0.93], [0.36, -2.70, 4.50], [3.03, -1.22, 5.86], [-0.83, -3.70, 2.26], [-0.44, -3.37, 4.80], [-1.64, -0.95, -1.29], [-1.74, -0.97, -2.35], [-1.99, -1.90, -0.91], [3.56, 1.69, -1.78], [3.63, 0.56, -2.67], [4.55, 0.48, -3.70], [4.55, -0.58, -4.60], [3.63, -1.61, -4.42], [2.59, -1.53, -3.48], [1.48, -2.50, -3.46], [2.62, -0.49, -2.51], [1.69, -0.46, -1.52], [4.38, 2.40, -1.99], [3.53, 1.37, -0.71], [2.55, 2.16, -1.90], [5.34, 1.21, -3.85], [5.36, -0.69, -5.33], [3.64, -2.42, -5.10], [1.48, -3.07, -4.45], [0.49, -1.95, -3.38], [1.41, -3.15, -2.56]], "charge": -1, "lumo_energy_ev": 2.05, "e_above_lowest_kcal_mol": 6.7, "homo_lumo_gap_ha": 0.201}



Entry 7:
{"formula": "C24H30FN3O2", "method": "ωB97M-V/def2-TZVPD", "symbols": ["C", "O", "C", "C", "C", "C", "C", "C", "N", "C", "C", "C", "C", "O", "N", "C", "C", "N", "C", "C", "C", "C", "C", "C", "F", "C", "C", "C", "C", "C", "H", "H", "H", "H", "H", "H", "H", "H", "H", "H", "H", "H", "H", "H", "H", "H", "H", "H", "H", "H", "H", "H", "H", "H", "H", "H", "H", "H", "H", "H"], "coordinates": [[-7.17, -1.66, -2.20], [-7.07, -2.30, -0.95], [-6.27, -1.74, 0.00], [-6.21, -2.41, 1.22], [-5.43, -1.93, 2.24], [-4.69, -0.76, 2.07], [-4.75, -0.08, 0.87], [-3.98, 1.19, 0.66], [-3.34, 1.19, -0.65], [-2.86, 2.49, -1.08], [-1.59, 2.96, -0.37], [-0.48, 1.92, -0.55], [0.74, 2.33, 0.27], [0.63, 3.00, 1.28], [1.96, 1.91, -0.16], [2.27, 0.98, -1.22], [2.92, -0.28, -0.62], [4.11, 0.10, 0.11], [5.17, -0.79, 0.23], [5.78, -1.08, 1.45], [6.88, -1.92, 1.53], [7.41, -2.50, 0.39], [6.82, -2.23, -0.84], [5.74, -1.38, -0.90], [5.23, -1.12, -2.14], [3.79, 1.00, 1.20], [3.13, 2.26, 0.61], [-0.99, 0.56, -0.07], [-2.30, 0.20, -0.79], [-5.54, -0.57, -0.16], [-7.84, -2.27, -2.79], [-6.19, -1.60, -2.70], [-7.59, -0.65, -2.11], [-6.79, -3.32, 1.34], [-5.38, -2.46, 3.18], [-4.07, -0.39, 2.88], [-3.27, 1.34, 1.49], [-4.68, 2.03, 0.67], [-2.66, 2.42, -2.16], [-3.66, 3.22, -0.94], [-1.78, 3.09, 0.70], [-1.27, 3.92, -0.77], [-0.23, 1.87, -1.62], [1.38, 0.70, -1.78], [2.99, 1.46, -1.90], [3.16, -0.97, -1.43], [2.19, -0.77, 0.05], [5.38, -0.67, 2.36], [7.32, -2.12, 2.49], [8.26, -3.15, 0.45], [7.21, -2.65, -1.75], [4.71, 1.30, 1.70], [3.10, 0.54, 1.93], [2.82, 2.93, 1.41], [3.85, 2.76, -0.05], [-1.16, 0.60, 1.00], [-0.25, -0.22, -0.26], [-2.10, 0.09, -1.86], [-2.68, -0.75, -0.41], [-5.56, -0.01, -1.09]], "charge": 0, "lumo_energy_ev": 0.71, "smiles": "COc1cccc(CN2CCC(C(=O)N3CCN(c4ccccc4F)CC3)CC2)c1", "e_above_lowest_kcal_mol": 45.5, "homo_lumo_gap_ha": 0.324}